ORCA calculation (ωB97M-V with the def2-TZVPD basis set) on a molecular structure, C8H8HgNO6.

Last column: Löwdin charge in e.
Element x y z (Å)
O: -0.110 3.024 -4.672  0.116
C: -0.108 2.371 -3.733  -0.027
Hg: -0.085 0.533 -1.963  0.725
O: -0.119 3.566 0.615  0.102
C: -0.120 2.665 -0.096  0.028
C: -0.088 -1.320 -3.360  -0.250
O: -0.191 -2.354 -2.788  0.029
C: 2.497 0.397 -1.846  -0.012
O: 3.624 0.361 -2.036  0.105
C: -2.691 0.376 -1.842  -0.011
O: -3.817 0.324 -2.033  0.104
H: 0.016 -0.646 -4.284  0.072
C: 0.226 0.643 2.313  -0.021
N: 0.098 -0.833 2.211  -0.179
C: 0.114 -1.661 3.387  -0.042
C: -0.074 -1.477 1.059  -0.280
O: -0.126 -0.830 0.001  -0.172
H: 0.374 0.857 3.381  0.096
H: -0.664 1.187 1.975  0.073
H: 1.083 1.038 1.756  0.081
H: -0.831 -2.231 3.380  0.102
H: 0.922 -2.396 3.229  0.102
H: 0.250 -1.024 4.269  0.098
H: -0.180 -2.572 1.078  0.162

Calculated values
Spin multiplicity: 1
Charge: +1
E_tot (Eh): -968.87111
LUMO energy (alpha / beta) (eV): -3.409 / -3.409
Maximum force (eV/Å): 3.88